No. 1
Computed, not measured: a single C3H9N5 molecule, with wB97M-V/def2-TZVPD.

Structure (XYZ):
```
17
Properties=species:S:1:pos:R:3:forces:R:3:nbo_charge:R:1
N -1.2846 -1.3054 1.4761 -0.9275 -1.0906 1.2000 -0.839
C -0.5512 -0.4468 0.7016 1.6326 0.9271 -0.7630 -0.050
C 0.7323 -0.4503 0.2255 -2.3647 -0.9586 2.0003 0.265
N 1.8871 -1.0086 0.6446 1.6168 -0.8169 0.2340 -0.828
N 0.5889 0.4310 -0.7886 -0.8960 1.5553 -1.7155 -0.295
N 1.6006 1.4047 -0.9588 0.3352 0.3714 0.1166 -0.687
C -0.9081 0.7740 -0.0711 1.0148 -0.7805 -0.7999 0.125
N -2.0680 0.7259 -0.8661 -0.2675 0.4100 -0.0804 -0.840
H -2.1906 -0.9724 1.7865 0.3513 0.0166 -0.1465 0.381
H -1.3491 -2.2753 1.1842 -0.0442 0.3238 -0.1792 0.366
H 1.8040 -1.6907 1.3881 -0.0349 0.2567 -0.1760 0.396
H 2.5630 -1.2777 -0.0589 -0.1631 -0.0872 0.0031 0.376
H 2.3858 1.2273 -0.3340 -0.1688 0.1343 0.0090 0.344
H 1.9376 1.3619 -1.9158 -0.1092 -0.0531 0.1967 0.351
H -0.7285 1.7461 0.3898 -0.1500 -0.1024 0.0129 0.188
H -2.4485 1.6262 -1.1239 0.1964 -0.0657 -0.1282 0.368
H -1.9707 0.1299 -1.6792 -0.0213 -0.0401 0.2162 0.380
```
Positions in Å, forces in eV/Å.

Properties
charge = 0
SMILES = NC1=C(N)N(N)[C@H]1N
Kohn-Sham gap = 7.385 eV

---

No. 2
Computed, not measured: a molecular structure, C29H26N3O5PSTc, with wB97M-V/def2-TZVPD.

Structure (XYZ):
```
66
Properties=species:S:1:pos:R:3:forces:R:3:nbo_charge:R:1
Tc 0.2968 0.0297 0.6211 0.3056 0.3386 0.9885 0.880
C 1.6512 3.7480 -0.3321 0.4894 0.0993 0.5861 -0.235
C 1.1980 2.2764 -0.0956 -0.0043 1.1758 -1.1614 0.383
N 1.9271 1.0915 -0.0575 -0.4322 -0.9887 0.6419 -0.308
O 2.6629 0.9749 -1.2445 -0.6994 0.3068 -0.2609 -0.565
C -0.8833 2.3509 0.1395 -0.6466 1.2012 -0.3422 0.385
C -1.9509 3.2884 0.6099 0.1020 -0.2042 0.1093 -0.668
N -1.3228 0.9337 0.0794 -0.5265 -1.0243 -2.1481 -0.028
O -2.3360 0.6464 -0.6199 1.7488 1.2470 1.5487 -0.288
H 2.6724 3.9135 -0.6618 -0.0464 0.0378 -0.1394 0.265
H 1.4179 4.3805 0.5200 -0.0554 0.0200 -0.0375 0.265
H 1.2252 3.7133 -2.3151 0.1362 -0.3026 0.1385 0.435
H 3.4880 0.5514 -0.9862 0.1452 -0.1374 0.1502 0.506
H -1.5866 4.3080 0.7029 0.0444 -0.0080 -0.0194 0.256
H -2.2986 2.9410 1.5837 -0.0335 0.0378 0.0231 0.258
H -2.7830 3.2643 -0.0900 -0.0323 0.0074 -0.0135 0.272
O -0.0120 5.6141 -3.3836 0.0228 -0.0607 -0.0850 -0.803
S -0.7232 4.7504 -2.5229 0.0807 0.2337 -0.1082 2.281
O -1.7284 5.1797 -1.6312 -0.0618 -0.1126 0.1059 -0.814
N 0.6621 3.8730 -1.4735 -0.5896 -0.0589 -0.2424 -0.595
C 0.0269 2.5535 -1.1591 -0.0451 -0.7413 0.4272 0.018
O 0.2843 2.2516 1.0059 -0.0959 -0.4976 -0.0040 -0.507
C -0.5243 2.0705 -2.4556 -0.0339 0.0004 -0.1468 0.018
C -0.6490 0.7854 -2.9501 0.0213 0.1407 0.0767 -0.186
C -1.2683 0.5913 -4.1794 0.0022 -0.1021 -0.0444 -0.140
C -1.7563 1.6587 -4.9214 0.0289 -0.0770 0.0595 -0.167
C -1.6159 2.9583 -4.4567 0.0000 0.2559 -0.1203 -0.142
C -0.9986 3.1347 -3.2346 0.1508 0.0960 0.3723 -0.364
H -0.2629 -0.0522 -2.3843 -0.0453 -0.0845 -0.0165 0.233
H -1.3654 -0.4150 -4.5652 -0.0028 0.0114 -0.0037 0.249
H -2.2330 1.4844 -5.8758 0.0027 -0.0017 -0.0003 0.257
H -1.9595 3.7998 -5.0445 -0.0116 0.0050 0.0224 0.263
C -0.0919 -4.2119 4.3079 -0.0011 -0.0007 0.0264 -0.158
C 1.0872 -3.6571 3.8260 0.1382 0.0246 -0.0070 -0.216
C 1.1173 -3.0787 2.5685 -0.0415 0.0588 0.1386 -0.148
C -0.0351 -3.0759 1.7775 0.0589 0.5603 0.0357 -0.404
C -1.2207 -3.6134 2.2729 -0.1766 0.0078 -0.0859 -0.195
C -1.2450 -4.1810 3.5391 0.0007 0.0015 -0.0670 -0.178
P 0.0748 -2.2557 0.1569 -0.1742 -1.8506 -0.8283 1.035
C -1.3807 -2.8751 -0.7660 -0.4491 0.9789 0.2100 -0.402
C -2.6052 -2.2159 -0.6047 -1.0623 -0.5200 -0.5505 -0.194
C -3.7720 -2.6696 -1.2896 1.1486 0.8905 1.0667 -0.189
C -3.7107 -3.7785 -2.1047 0.4896 -0.2030 -0.0916 -0.183
C -2.4954 -4.4328 -2.2662 1.1641 0.2884 0.6084 -0.202
C -1.3201 -3.9732 -1.5999 -0.9805 -0.9546 -0.9876 -0.136
C 1.5008 -3.0220 -0.6767 0.0194 0.1575 0.2234 -0.362
C 2.1700 -2.2986 -1.6613 -0.0365 -0.0883 0.0842 -0.238
C 3.2373 -2.8704 -2.3380 0.0118 0.0660 -0.0592 -0.141
C 3.6386 -4.1646 -2.0363 -0.0151 0.0284 -0.0054 -0.184
C 2.9714 -4.8906 -1.0587 -0.0557 -0.0245 0.0284 -0.188
C 1.9046 -4.3249 -0.3772 -0.0593 0.1081 0.0642 -0.195
H -0.1114 -4.6677 5.2886 0.0099 0.0130 0.0090 0.241
H 1.9839 -3.6793 4.4306 -0.0019 -0.0010 0.0003 0.238
H 2.0358 -2.6473 2.1865 0.0816 -0.0556 0.0346 0.210
H -2.1224 -3.5990 1.6725 0.0427 -0.0257 0.0071 0.238
H -2.1652 -4.6012 3.9226 0.0134 -0.0129 -0.0278 0.239
H -2.6651 -1.3431 0.0353 -0.1637 -0.3168 -0.1025 0.219
H -4.7073 -2.1378 -1.1670 0.0676 0.0156 0.0932 0.232
H -4.5946 -4.1316 -2.6175 0.0041 -0.0201 -0.0133 0.239
H -2.4377 -5.3086 -2.9016 0.0882 0.0647 0.0469 0.236
H -0.3824 -4.4950 -1.7471 -0.0939 -0.0481 -0.0894 0.223
H 1.8563 -1.2885 -1.8934 0.0312 0.0554 -0.0724 0.208
H 3.7579 -2.3032 -3.0988 -0.0053 -0.0296 -0.0163 0.220
H 4.4723 -4.6091 -2.5633 -0.0020 0.0116 0.0061 0.239
H 3.2811 -5.9002 -0.8225 0.0004 0.0207 -0.0152 0.241
H 1.3897 -4.8906 0.3900 0.0300 -0.0136 -0.0201 0.236
```
Positions in Å, forces in eV/Å.

Properties
charge = +2
spin multiplicity = 2
Kohn-Sham gap (spin up / spin down) = 6.399 / 6.440 eV

---

> Which of these has the lowest charge?

C3H9N5